1.
Computed, not measured: one molecule with the formula C18H22Cl2O5 at a distorted geometry, with the ωB97M-V functional and the def2-TZVPD basis.

Properties
E_tot in a.u.: -1995.640956
Multiplicity: 1
HOMO-LUMO gap in eV: 9.6197
E_LUMO in eV: 0.5
SMILES string: O=C(O)C[C@@]1(O)C[C@@H](CCCCCCc2ccc(Cl)cc2Cl)OC1=O
Charge: 0

Geometry as XYZ:
```
47
Properties=species:S:1:pos:R:3:forces:R:3
O -0.8521 -5.9094 -1.1645 -0.7 0.3 1.3
C -0.7610 -5.7387 0.0441 1.8 -0.4 -2.7
O -1.1081 -6.6928 0.9053 -0.2 0.5 0.9
C 0.0965 -4.5727 0.5429 -1.6 0.3 0.2
C -0.2843 -4.1248 1.9922 -0.5 1.7 -1.6
O 0.1287 -5.1355 2.8457 -0.3 -0.2 0.8
C 0.3198 -2.7884 2.3011 1.7 1.5 -0.5
C -0.7349 -1.6149 2.4174 -0.1 -2.9 -3.0
C -0.8095 -0.7507 1.1639 -1.1 0.2 -1.0
C -1.7376 0.4699 1.3728 -0.1 -0.3 -0.1
C -1.7886 1.3972 0.1760 -1.3 0.5 -3.6
C -0.6549 2.4649 0.0016 -2.5 0.8 -0.6
C -0.9295 3.2929 -1.3122 0.7 -0.7 -0.7
C -0.1812 4.6286 -1.5119 0.5 -1.9 -0.4
C 1.1768 4.2528 -2.0089 -0.1 0.9 1.8
C 2.1139 3.9384 -1.0093 1.1 0.2 -1.6
C 3.3754 3.5068 -1.4127 0.4 -1.3 0.0
C 3.7370 3.2375 -2.7333 -2.1 1.9 -2.3
Cl 5.3686 2.6603 -3.1271 -1.2 0.2 0.2
C 2.7745 3.6205 -3.7705 -0.4 -0.1 4.1
C 1.4764 4.1342 -3.3438 4.0 -2.1 0.2
Cl 0.3255 4.1495 -4.5600 -1.4 0.6 -1.1
O -2.0090 -2.3574 2.5129 1.1 -0.5 -0.1
C -1.7457 -3.6642 2.3004 -2.4 -4.3 2.0
O -2.5205 -4.5752 2.6478 1.0 2.8 -1.2
H -1.6094 -7.3722 0.4411 0.0 -0.1 -0.3
H -0.0031 -3.7677 -0.2387 0.1 -0.8 0.9
H 1.1427 -4.9430 0.5550 -0.6 0.3 0.1
H -0.5288 -5.8607 2.8416 0.2 0.6 -0.1
H 0.8078 -2.9268 3.2470 0.6 0.3 0.4
H 1.0356 -2.5236 1.4880 -0.1 0.0 0.9
H -0.5502 -1.0316 3.2647 -0.2 0.7 1.5
H -1.3099 -1.3257 0.2622 1.6 0.8 1.7
H 0.2086 -0.3628 0.9484 -0.5 -0.5 -0.3
H -1.3586 1.0662 2.1982 0.0 0.0 0.5
H -2.7609 0.1190 1.6328 0.7 0.2 -0.1
H -2.8000 1.9276 0.0648 1.3 -0.6 0.6
H -1.7985 0.8202 -0.8749 0.2 0.6 2.3
H 0.2609 1.9240 0.0972 1.0 0.2 -0.2
H -0.7862 3.2556 0.7622 0.5 -0.6 0.3
H -1.9442 3.6004 -1.3636 -1.4 -0.2 0.6
H -0.8166 2.7503 -2.2745 0.2 -0.3 0.7
H -0.1108 5.0840 -0.5379 -0.1 0.9 0.0
H -0.6832 5.1499 -2.3114 -0.4 0.7 0.3
H 1.8911 4.0619 0.0490 -0.1 0.0 -0.3
H 4.0991 3.1143 -0.7276 0.2 0.3 0.8
H 2.8386 3.4120 -4.7931 0.7 -0.3 -1.3
```
Positions in Å, forces in eV/Å.

2.
Computed, not measured: C18H22ClN2O5PdS as an isolated structure at a distorted geometry, with the ωB97M-V functional and the def2-TZVPD basis.

Properties
E_tot in a.u.: -2170.507667
Multiplicity: 1
Energy above the lowest of the compared OMol25 structures with the same formula, charge and spin in kJ/mol: 72.3
HOMO-LUMO gap (spin up / spin down) in eV: 7.1910 / 7.1914
E_LUMO (spin up / spin down) in eV: -4.6 / -4.6
Charge: +1

Geometry as XYZ:
```
50
Properties=species:S:1:pos:R:3:forces:R:3
Pd -0.4623 0.2225 0.8146 -0.9 -0.2 -0.4
O -1.2976 1.2675 -1.4482 0.3 -0.2 -0.2
Cl -0.4698 0.1361 -1.8359 -0.2 0.1 0.7
O -0.6362 -0.2572 -3.1762 -0.1 -0.1 0.4
O 0.8976 0.3868 -1.4564 -0.1 0.0 -0.8
O -0.9492 -0.9773 -0.8672 0.6 0.8 -0.2
C 2.0554 -0.3932 2.0676 -0.1 -0.2 -0.2
C 2.9821 -1.4524 2.7302 0.0 0.0 0.0
N 2.4058 -2.7856 2.6448 -0.1 0.1 -0.1
C 1.1255 -2.8048 3.3349 0.0 0.0 0.0
C 0.1371 -1.7779 2.7035 0.2 0.0 -0.1
N 0.8196 -1.0825 1.5688 0.5 -0.6 0.3
C 1.2384 -2.1108 0.5564 0.0 0.1 0.3
C 2.1975 -3.1221 1.2444 0.0 0.0 0.0
H 2.5182 0.0789 1.2029 0.0 0.0 0.0
H 1.7573 0.3740 2.7690 -0.1 0.1 0.1
H 3.1340 -1.2053 3.7802 0.0 0.0 0.0
H 3.9548 -1.4569 2.2409 0.0 0.0 0.0
H 1.2865 -2.5659 4.3856 0.0 0.0 0.0
H 0.7074 -3.8086 3.2757 0.0 0.0 0.0
H -0.1607 -1.0111 3.4163 0.0 0.0 0.0
H -0.7520 -2.2604 2.3002 0.0 0.0 0.0
H 1.7114 -1.5824 -0.2639 0.0 0.1 -0.1
H 0.3421 -2.5921 0.1834 -0.1 0.0 0.0
H 3.1610 -3.1252 0.7370 0.0 0.0 0.0
H 1.7825 -4.1272 1.1834 0.0 0.0 0.0
O -0.1479 1.4061 2.4368 -0.3 0.5 0.3
S -1.0338 2.6935 2.5598 0.6 -0.1 -0.2
C -1.5620 2.7201 4.2348 0.0 -0.2 0.2
C -1.7545 3.9770 4.7881 0.0 0.0 0.1
C -2.2113 4.0614 6.0970 0.0 0.0 0.0
C -2.4401 2.9049 6.8251 0.0 0.0 0.0
C -2.2198 1.6519 6.2592 0.0 0.0 0.0
C -1.7789 1.5491 4.9526 -0.1 0.1 0.0
C -2.4943 2.2670 1.6739 -0.1 -0.1 -0.2
C -3.1239 3.2653 0.9437 0.0 0.0 -0.1
C -4.2444 2.9359 0.1984 0.0 0.0 -0.1
C -4.7000 1.6251 0.1572 0.1 0.0 0.0
C -4.0508 0.6325 0.8778 0.1 0.0 0.0
C -2.9451 0.9505 1.6550 -0.4 0.0 0.0
H -1.5527 4.8743 4.2153 0.0 0.0 0.0
H -2.3734 5.0308 6.5480 0.0 0.0 0.0
H -2.7852 2.9760 7.8479 0.0 0.0 0.0
H -2.3954 0.7571 6.8412 0.0 0.0 0.0
H -1.5971 0.5841 4.4995 0.0 0.0 0.0
H -2.7391 4.2777 0.9401 0.0 0.0 0.0
H -4.7491 3.7020 -0.3742 0.0 0.0 0.0
H -5.5591 1.3738 -0.4499 0.0 0.0 0.0
H -4.3956 -0.3916 0.8327 0.0 0.0 0.0
H -2.4950 0.1876 2.2765 0.0 0.0 0.1
```
Positions in Å, forces in eV/Å.

3.
Computed, not measured: C18H22Cu2N3O as an isolated structure at a distorted geometry, with the ωB97M-V functional and the def2-TZVPD basis.

Properties
E_tot in a.u.: -4218.920726
Multiplicity: 1
Energy above the lowest of the compared OMol25 structures with the same formula, charge and spin in kJ/mol: 884.1
HOMO-LUMO gap in eV: 2.0407
E_LUMO in eV: -7.1
Charge: +1

Geometry as XYZ:
```
46
Properties=species:S:1:pos:R:3:forces:R:3
Cu -11.8414 -12.3218 14.1113 -0.3 0.3 0.0
Cu -10.4527 -7.6485 11.7172 -0.7 0.0 0.1
O -14.0730 -8.4273 13.4792 0.7 0.0 -0.6
H -14.4907 -7.9114 12.7623 0.3 -0.3 0.3
N -17.9178 -6.9849 17.5687 -2.2 1.1 1.8
C -19.0840 -7.6580 17.8547 -0.4 -1.3 0.2
C -19.9416 -6.9463 18.7190 1.5 -0.5 -2.3
C -19.3024 -5.6962 18.8336 1.1 0.7 0.4
C -18.0656 -5.7584 18.2236 0.6 -0.2 -1.2
H -17.1890 -7.2461 16.9202 -0.3 0.0 0.3
H -19.1786 -8.6384 17.4117 -0.3 -0.1 0.2
H -20.9445 -7.2091 19.0214 0.2 -0.1 0.0
H -19.6827 -4.8006 19.3024 0.1 -0.1 0.2
H -17.2625 -5.0640 18.0253 -0.3 0.4 0.5
N -12.1794 -10.0424 7.3733 1.4 0.3 -0.3
C -13.0174 -8.9541 7.3549 1.2 -0.6 0.3
C -12.2172 -7.8561 7.0811 -2.2 0.0 -0.1
C -10.9313 -8.3059 6.8081 1.3 0.4 0.6
C -10.8413 -9.6520 7.0490 -2.2 -0.4 0.6
H -12.5094 -10.9784 7.5605 0.3 0.2 -0.2
H -14.0516 -9.1685 7.5806 0.0 0.6 -0.1
H -12.5626 -6.8335 7.0449 0.0 -0.1 -0.2
H -10.1591 -7.5810 6.5970 0.4 -0.5 -0.1
H -10.0131 -10.3288 7.1985 -0.1 0.0 -0.5
N -8.0681 -8.4084 18.2434 0.5 0.8 -1.3
C -9.0811 -8.0994 19.0751 -1.3 -0.6 1.5
C -8.5306 -7.6249 20.2519 -1.6 0.4 0.0
C -7.1872 -7.4323 20.0298 1.7 -0.2 -0.6
C -6.9178 -7.9039 18.7612 1.2 0.1 0.6
H -8.1329 -8.6194 17.2578 -0.3 0.0 0.3
H -10.1166 -8.2784 18.8260 0.1 -0.2 0.0
H -9.0056 -7.3602 21.1851 -0.4 -0.1 -0.3
H -6.4897 -7.0012 20.7327 0.1 -0.1 -0.2
H -5.9939 -7.9159 18.2020 -0.1 -0.1 0.1
C -22.2524 -11.8687 9.2716 0.9 -1.7 0.5
C -21.7858 -10.6913 9.8106 -0.4 0.3 -0.3
C -20.6633 -10.6178 10.6191 -0.9 -0.2 0.0
C -19.9975 -11.7964 10.9330 0.6 1.0 0.1
C -20.4259 -13.0032 10.4277 -0.7 0.0 -0.6
C -21.5566 -13.0679 9.5998 0.3 0.9 0.0
H -23.1268 -11.8335 8.6388 0.0 -0.3 -0.1
H -22.3501 -9.8056 9.5587 0.1 0.3 0.1
H -20.4876 -9.6308 11.0208 0.7 -0.1 0.2
H -19.0844 -11.7436 11.5073 0.0 -0.1 0.3
H -19.8660 -13.9014 10.6429 0.0 -0.1 0.0
H -21.7805 -14.0522 9.2157 -0.5 0.1 -0.2
```
Positions in Å, forces in eV/Å.

4.
Computed, not measured: C18H22F3N6S2V as an isolated structure, with the ωB97M-V functional and the def2-TZVPD basis.

Properties
E_tot in a.u.: -3067.716722
Multiplicity: 4
Energy above the lowest of the compared OMol25 structures with the same formula, charge and spin in kJ/mol: 1.6
HOMO-LUMO gap (spin up / spin down) in eV: 3.5502 / 6.5261
E_LUMO (spin up / spin down) in eV: 2.4 / 2.4
Charge: -1

Geometry as XYZ:
```
52
Properties=species:S:1:pos:R:3:forces:R:3
V 0.2983 -0.2788 -0.4301 0.7 0.3 -0.2
C -1.4626 -0.3967 3.5760 0.0 0.0 0.0
C -0.9342 -0.6907 2.2068 -0.1 0.0 0.0
N -0.3381 0.2537 1.4713 -0.1 0.0 0.0
N -0.2702 1.5249 1.9760 0.0 0.0 -0.1
C 0.2628 2.5275 1.2673 -0.1 0.0 0.1
N 0.2265 3.7525 1.9207 0.0 0.0 0.0
S 0.9552 2.3543 -0.2330 0.0 -0.1 -0.1
C -1.0813 -1.9392 1.5601 -0.1 -0.2 0.1
C -1.6232 -3.1062 2.1633 0.0 0.0 0.0
C -1.7479 -4.2568 1.4360 0.0 0.0 0.0
C -1.3393 -4.2847 0.0903 0.0 0.0 0.0
C -0.8052 -3.1309 -0.4393 0.0 0.1 0.0
N -0.6638 -2.0000 0.2525 -0.1 0.0 0.1
H -2.2299 0.3868 3.5449 0.0 0.0 0.0
H -1.9253 -1.2680 4.0277 0.0 0.0 0.0
H -0.6731 -0.0628 4.2603 0.0 0.0 0.0
H -0.5665 1.6797 2.9279 0.0 0.1 0.0
H -0.6290 3.9458 2.4224 0.0 0.0 0.0
H 0.4847 4.5071 1.3043 0.0 0.0 0.0
H -1.9322 -3.0870 3.1984 0.0 0.0 0.0
H -2.1618 -5.1444 1.8996 0.0 0.0 0.0
H -1.4333 -5.1704 -0.5203 0.0 0.0 0.0
H -0.4686 -3.0684 -1.4677 0.0 0.0 0.0
F -3.0887 1.4690 -5.5600 0.0 0.0 0.0
C -2.0330 0.9595 -4.8663 0.0 0.0 0.0
F -1.8851 -0.3113 -5.3117 0.0 0.1 0.0
F -0.9456 1.6339 -5.3341 0.0 0.0 0.0
C -2.2314 1.0740 -3.4013 -0.1 0.0 -0.1
C -3.3079 1.8825 -2.8809 0.0 0.0 0.0
C -3.4153 1.9885 -1.4982 -0.1 0.1 0.1
C -2.5233 1.3524 -0.6658 0.0 0.0 0.0
N -1.4883 0.5849 -1.1697 -0.1 0.0 0.1
C -1.3685 0.4721 -2.5174 0.4 -0.3 0.0
S 0.0867 -0.4928 -2.8482 -0.2 0.1 0.0
H -4.0050 2.3691 -3.5447 0.0 0.0 0.0
H -4.2146 2.5744 -1.0564 0.0 0.0 0.0
H -2.5885 1.4054 0.4142 -0.1 0.0 0.0
C 4.0141 0.1209 0.5274 0.1 0.0 0.0
C 3.2834 -1.0163 -0.1924 -0.1 0.0 0.0
C 3.7812 -1.1309 -1.6352 0.1 0.0 0.0
C 3.5140 -2.3378 0.5491 0.0 0.0 0.0
N 1.8804 -0.7388 -0.2056 -0.4 -0.1 -0.2
H 5.0904 -0.0720 0.5703 0.0 0.0 0.0
H 3.6374 0.2234 1.5470 0.0 0.0 0.0
H 3.8443 1.0666 0.0119 0.0 0.0 0.0
H 4.8577 -1.3274 -1.6602 0.0 0.0 0.0
H 3.5746 -0.2086 -2.1789 0.0 0.0 0.0
H 3.2639 -1.9414 -2.1504 0.0 0.0 0.0
H 4.5755 -2.6034 0.5639 0.0 0.0 0.0
H 2.9586 -3.1411 0.0627 0.0 0.0 0.0
H 3.1600 -2.2574 1.5786 0.0 0.0 0.0
```
Positions in Å, forces in eV/Å.

5.
Computed, not measured: C18H22F3N7 as an isolated structure at a distorted geometry, with the ωB97M-V functional and the def2-TZVPD basis.

Properties
E_tot in a.u.: -1381.176978
Multiplicity: 1
Energy above the lowest of the compared OMol25 structures with the same formula, charge and spin in kJ/mol: 2188.6
HOMO-LUMO gap in eV: 8.3765
E_LUMO in eV: 0.3
Charge: 0

Geometry as XYZ:
```
50
Properties=species:S:1:pos:R:3:forces:R:3
C -0.2728 1.5117 -2.4750 10.1 -1.2 -3.7
H 0.2090 1.7832 -1.5874 1.0 -0.6 1.6
H -0.2482 0.5218 -2.8810 0.3 -0.8 0.5
H 0.3890 2.0921 -3.2816 -0.7 -0.9 1.3
C -1.4464 2.0445 -2.5245 -14.8 -2.5 -0.2
N -1.6975 3.2994 -1.9594 -0.8 -0.8 3.0
C -2.6830 3.5554 -0.7931 -3.7 4.5 -12.2
H -3.5919 3.0647 -1.2644 0.4 0.2 1.9
C -2.0773 3.1733 0.2937 -8.4 -1.0 9.4
N -2.2153 1.8704 0.6590 -6.4 -6.9 1.4
C -1.3343 0.8822 0.8119 5.9 10.9 -0.9
N 0.0655 1.3962 0.9014 2.0 1.7 0.9
C 1.2258 0.8138 1.2978 -13.7 -4.4 -2.3
N 0.9524 -0.6101 1.4415 11.4 3.9 2.3
C -0.0870 -1.1055 1.2699 -10.4 -1.9 -0.8
N -0.6414 -2.4462 1.6023 4.3 5.7 -1.5
N -1.8660 -2.3274 1.4019 -4.2 -6.8 1.4
N -2.3887 -1.2744 1.1472 -2.7 3.9 -1.8
C -1.4234 -0.3222 0.9452 3.0 -12.5 2.6
C 0.0835 -3.6273 1.7536 7.4 2.8 -2.5
C 0.9273 -4.0157 0.3387 -5.6 -1.5 3.1
C 0.1760 -5.1331 -0.3128 12.6 6.4 -6.1
C 0.7859 -5.3757 -1.6238 -1.1 4.6 10.2
C 1.9236 -4.7560 -1.8964 5.0 0.1 -6.6
C 2.6314 -3.7209 -1.5147 -8.8 -0.3 10.5
C 1.9597 -3.2559 -0.0638 4.2 0.5 -1.9
H 2.5427 -2.4513 0.6928 -2.1 -2.2 -2.3
H 3.3821 -3.1808 -1.6773 6.3 3.5 -2.6
H 2.4944 -4.9990 -2.8251 -1.2 -1.1 -0.1
H 0.4346 -6.0547 -2.1408 -3.2 -6.5 -5.4
H -0.6505 -5.5116 -0.1883 -8.4 -3.6 2.5
H 1.0368 -3.3536 2.3739 -2.3 -0.8 -0.1
H -0.5528 -4.3390 2.0238 -2.1 -3.3 1.5
C 2.4912 1.4248 1.4616 -4.7 -0.9 -9.1
F 2.5610 2.4234 0.6096 0.4 2.3 -2.8
F 3.2215 0.5127 1.0377 6.2 -4.1 -1.0
F 2.6797 1.9071 2.4938 3.3 4.0 12.7
H -3.3279 1.3464 0.7697 4.3 2.5 -0.7
H -2.7306 3.7382 1.1276 1.7 -0.5 -0.9
H -1.1904 3.3255 0.4433 9.8 2.9 1.0
H -2.9625 4.7646 -0.8579 1.1 -3.1 0.2
C -1.8354 4.1270 -2.9539 7.5 9.4 -5.4
C -2.9224 4.3931 -3.8770 -3.1 1.2 -2.9
H -3.6896 4.8267 -3.2055 -0.8 -0.7 -0.9
H -3.2194 3.4083 -4.4728 0.1 2.2 1.3
H -2.8091 5.3624 -4.7419 0.4 -3.2 2.7
H -0.8475 4.1289 -3.7052 -1.9 -0.8 1.8
H -1.3913 5.4386 -2.5815 -1.5 -3.2 -0.5
H -2.0966 1.8044 -3.6518 2.0 1.0 3.0
H -2.2535 1.1502 -1.8024 1.8 2.4 -1.8
```
Positions in Å, forces in eV/Å.